No. 1
A 11-piece molecular cluster, C22H44Br22 overall, computed with ωB97M-V/def2-TZVPD.

## Properties
E: -1564460.96437 eV
ΔE to the lowest compared entry with this formula, charge and spin: 97.9 kcal/mol
Orbital gap: 9.75 eV
SMILES: BrCCBr.BrCCBr.BrCCBr.BrCCBr.BrCCBr.BrCCBr.BrCCBr.BrCCBr.BrCCBr.BrCCBr.BrCCBr
Molecular weight: 2066.48 g mol⁻¹

Last column: Mulliken charge in e.
Geometry (Å):
Br -8.5192 -1.5921 -31.0349  -0.17
C -8.3743 0.2558 -31.6860  -0.56
C -9.7204 0.8666 -31.7259  -0.59
Br -9.5067 2.7398 -32.4456  -0.18
H -7.9838 0.1683 -32.6999  0.36
H -7.6390 0.7060 -31.0191  0.37
H -10.1174 0.9156 -30.7120  0.38
H -10.4649 0.3411 -32.3239  0.39
Br -0.1910 -4.0644 -27.2737  -0.17
C 0.3823 -2.6765 -28.5846  -0.58
C -0.8309 -2.5399 -29.5151  -0.61
Br -0.3694 -1.2633 -30.9483  -0.18
H 1.3325 -3.0180 -28.9951  0.39
H 0.6005 -1.7546 -28.0457  0.37
H -1.6805 -2.1587 -28.9485  0.38
H -1.0331 -3.5006 -29.9886  0.39
Br 0.1987 8.5647 -30.8498  -0.14
C -0.7815 7.3530 -29.7261  -0.54
C -1.6364 6.4033 -30.5257  -0.61
Br -2.7845 5.2809 -29.4094  -0.15
H -1.4531 7.9341 -29.0941  0.34
H -0.1047 6.8284 -29.0518  0.36
H -0.9415 5.7251 -31.0209  0.34
H -2.2506 6.8962 -31.2793  0.39
Br -7.0612 8.3527 -37.0775  -0.18
C -7.6774 7.6305 -38.8307  -0.77
C -8.1525 6.2360 -38.8490  -0.42
Br -8.7573 5.9567 -40.7256  -0.16
H -6.8309 7.8303 -39.4876  0.40
H -8.3466 8.3825 -39.2489  0.41
H -8.9969 6.0508 -38.1851  0.35
H -7.4381 5.4762 -38.5321  0.37
Br -11.7831 -12.0625 -33.7972  -0.12
C -10.8154 -10.9249 -32.4568  -0.58
C -11.4093 -9.5130 -32.5076  -0.66
Br -13.4307 -9.6273 -32.2314  -0.15
H -9.7582 -10.8226 -32.7016  0.36
H -10.8168 -11.3646 -31.4594  0.37
H -11.2273 -9.1144 -33.5057  0.37
H -10.9181 -8.8031 -31.8420  0.41
Br -15.0120 -3.8928 -37.0277  -0.18
C -15.6546 -5.6378 -37.7835  -0.63
C -17.1140 -5.8479 -37.4067  -0.54
Br -17.3773 -7.8371 -37.7248  -0.17
H -15.1081 -6.4854 -37.3699  0.38
H -15.4137 -5.6396 -38.8466  0.38
H -17.7099 -5.2845 -38.1248  0.35
H -17.3450 -5.4898 -36.4035  0.41
Br -14.7354 8.3015 -35.5640  -0.16
C -15.1005 6.3806 -35.0808  -0.57
C -15.4628 6.4074 -33.6555  -0.65
Br -16.0832 4.6079 -32.9687  -0.19
H -14.2594 5.7524 -35.3740  0.39
H -15.9317 5.9365 -35.6285  0.38
H -16.3012 7.0991 -33.5730  0.39
H -14.6028 6.7426 -33.0757  0.40
Br -10.9266 -6.5658 -25.5053  -0.12
C -11.1084 -4.6787 -24.8953  -0.71
C -10.3402 -4.3973 -23.6991  -0.53
Br -8.4481 -4.3030 -24.2216  -0.13
H -12.1693 -4.4823 -24.7404  0.36
H -11.0433 -3.9921 -25.7394  0.42
H -10.5054 -5.1424 -22.9209  0.37
H -10.6518 -3.4326 -23.2986  0.34
Br -14.0443 7.4667 -26.3503  -0.17
C -14.8354 5.6775 -25.9300  -0.51
C -13.6542 4.6851 -25.8836  -0.70
Br -14.3447 2.8055 -25.8065  -0.18
H -15.4719 5.3334 -26.7452  0.37
H -15.3947 5.7888 -25.0011  0.36
H -12.9868 4.9283 -25.0569  0.41
H -12.9391 4.8258 -26.6941  0.42
Br -4.5085 -9.2075 -29.8610  -0.12
C -5.0839 -8.6672 -28.0558  -0.60
C -5.0698 -9.7709 -27.1085  -0.59
Br -3.3233 -10.7416 -27.1069  -0.14
H -6.0999 -8.2793 -28.1299  0.35
H -4.4530 -7.8360 -27.7408  0.36
H -5.8461 -10.4304 -27.4964  0.35
H -5.3006 -9.4440 -26.0946  0.39
Br -8.6666 -5.4544 -39.4319  -0.18
C -8.0466 -3.6427 -40.1148  -0.59
C -6.9783 -3.1894 -39.0801  -0.63
Br -6.2627 -1.4433 -39.7123  -0.17
H -8.8840 -2.9450 -40.1281  0.39
H -7.6210 -3.6582 -41.1181  0.40
H -6.1587 -3.9054 -39.0189  0.39
H -7.3545 -3.0484 -38.0669  0.39

Cartesian forces (eV/Å) of the 3 atoms listed first:
Br -0.10 0.08 -0.03
C 0.79 -0.90 -0.70
C -0.60 0.95 0.66

***

No. 2
One molecule with the formula C18H24N2O6, computed with ωB97M-V/def2-TZVPD.

## Properties
E: -34322.84020 eV
ΔE to the lowest compared entry with this formula, charge and spin: 1.1 kcal/mol
Orbital gap: 9.35 eV
SMILES: CCCOC(=O)c1ccc(OC[C@@H](O)CN2C(=O)NC(C)(C)C2=O)cc1
Molecular weight: 364.40 g mol⁻¹

Last column: Mulliken charge in e.
Geometry (Å):
C -2.4135 -5.9487 -3.3658  -1.09
C -2.6015 -6.2628 -1.8866  -0.41
C -3.2562 -5.1068 -1.1438  -0.53
H -4.1865 -4.7953 -1.6325  0.37
H -3.4932 -5.3838 -0.1098  0.33
O -2.3511 -4.0053 -1.1267  -0.23
C -2.8359 -2.8480 -0.6559  0.43
O -3.9709 -2.7212 -0.2601  -0.64
C -1.8344 -1.7605 -0.6815  0.26
C -0.5583 -1.9405 -1.2036  -0.91
C 0.3528 -0.9017 -1.2134  -0.46
C -0.0038 0.3420 -0.6990  1.13
C -1.2871 0.5254 -0.1758  -0.12
C -2.1880 -0.5126 -0.1665  -1.01
H -3.1795 -0.3832 0.2390  0.45
H -1.5437 1.4912 0.2274  0.42
O 0.7976 1.4417 -0.6731  -0.45
C 2.1452 1.3494 -1.0783  -1.03
H 2.2384 0.8772 -2.0625  0.43
H 2.4818 2.3865 -1.1753  0.41
C 3.0733 0.6268 -0.0693  0.15
O 4.4071 0.9441 -0.3368  -0.63
H 4.5590 1.8732 -0.0756  0.48
H 3.0031 -0.4586 -0.2031  0.40
C 2.6818 0.9299 1.3936  -0.93
N 2.2055 2.2790 1.6017  0.26
C 0.9696 2.5552 2.1205  0.15
O 0.1760 1.7499 2.5275  -0.63
C 0.8113 4.0766 2.0837  1.65
N 2.0981 4.4774 1.5588  -0.09
C 2.8927 3.4380 1.2401  0.28
O 3.9927 3.4773 0.7360  -0.72
H 2.3487 5.4303 1.3596  0.23
C -0.3266 4.4409 1.1277  -1.60
H -0.4143 5.5214 1.0391  0.44
H -0.1411 4.0138 0.1444  0.31
H -1.2596 4.0390 1.5126  0.34
C 0.5690 4.6306 3.4866  -1.67
H -0.3024 4.1452 3.9174  0.34
H 0.3966 5.7035 3.4456  0.41
H 1.4280 4.4344 4.1242  0.37
H 1.8659 0.2775 1.7149  0.47
H 3.5611 0.7465 2.0198  0.27
H 1.3334 -1.0714 -1.6289  0.36
H -0.2778 -2.9024 -1.6028  0.47
H -3.2304 -7.1464 -1.7678  0.36
H -1.6330 -6.4667 -1.4274  0.26
H -3.3756 -5.7828 -3.8454  0.31
H -1.8103 -5.0523 -3.4839  0.26
H -1.9141 -6.7728 -3.8691  0.35

Cartesian forces (eV/Å) of the 3 atoms listed first:
C 0.04 -0.11 0.21
C -0.03 0.48 -0.04
C -0.39 -0.48 0.12

***

No. 3
C58H48BO3OsP2S2Te as an isolated structure, computed with ωB97M-V/def2-TZVPD.

## Properties
E: -117752.51804 eV
ΔE to the lowest compared entry with this formula, charge and spin: 62.9 kcal/mol
Orbital gap (spin up / spin down): 4.53 / 3.88 eV
Expectation value of S²: 6.044
Total charge: -1
Spin multiplicity: 5
Molecular weight: 1247.74 g mol⁻¹

Last column: Mulliken charge in e.
Geometry (Å):
Os -17.7373 9.0740 -9.6385  2.63
O -19.4682 9.9693 -12.4065  -0.84
S -19.5153 9.8716 -10.9110  1.55
C -21.0495 9.2086 -10.5040  -0.10
C -22.0094 9.5579 -11.4829  -0.81
C -23.3248 9.8014 -11.2090  -1.18
C -23.7374 9.6827 -9.8606  0.12
C -25.1026 9.7950 -9.2659  -0.84
C -24.9552 9.3680 -7.7778  -0.88
C -23.5407 8.7244 -7.7265  -0.14
C -22.8971 7.9450 -6.7609  -1.29
C -21.5801 7.5883 -6.9973  -0.91
C -20.8597 8.0809 -8.1338  1.17
P -19.1017 7.6016 -8.4170  0.62
C -19.1611 5.7964 -8.9960  0.10
C -18.8583 4.7432 -8.1766  -0.23
C -18.9033 3.4109 -8.6392  -0.78
C -19.1814 3.1556 -9.9746  -0.31
C -19.4275 4.2250 -10.8457  -0.84
C -19.4402 5.5438 -10.3507  -0.32
C -18.3700 7.5687 -6.7529  -0.14
C -17.1487 6.9887 -6.5971  -0.77
C -16.6092 6.7666 -5.2879  -1.18
C -17.3628 7.0491 -4.1696  -0.44
C -18.4297 7.8959 -4.3212  -0.78
C -18.9576 8.3374 -5.6283  0.02
C -21.4956 8.7548 -9.1871  -0.37
C -22.8662 9.0033 -8.9259  1.17
C -19.6959 11.6109 -10.5290  -0.11
C -20.8720 12.0214 -10.0265  0.33
C -21.2291 13.3622 -9.7562  -1.39
C -20.3080 14.3241 -9.9087  0.04
C -20.3572 15.8091 -9.5971  -1.03
C -18.8319 16.1481 -9.5316  -0.98
C -18.0987 15.0013 -10.1259  0.30
C -16.7940 14.7626 -10.2681  -1.24
C -16.3493 13.4507 -10.5840  -0.22
C -17.1952 12.3673 -10.6929  0.07
P -16.4680 10.7207 -11.0442  0.64
C -14.6892 10.8107 -10.5961  1.13
C -14.3566 9.9475 -9.5636  -0.32
C -13.0543 9.7064 -9.2372  -1.18
C -12.0229 10.2505 -9.9931  -0.68
C -12.3424 11.1277 -11.0240  -0.82
C -13.6652 11.3974 -11.3556  -0.12
C -16.3409 10.8321 -12.9114  0.47
C -16.3492 12.0390 -13.5400  -0.36
C -15.9577 12.1184 -14.9264  -0.83
C -15.6143 10.9907 -15.6067  -0.57
C -15.6818 9.7452 -15.0045  -0.74
C -16.0258 9.6745 -13.6352  -0.42
C -18.5905 12.5801 -10.6024  -0.84
C -18.9797 13.9187 -10.2602  0.55
H -21.7176 9.6781 -12.5091  0.59
H -23.9824 10.0039 -12.0459  0.34
H -25.8284 9.1479 -9.7836  0.26
H -25.5067 10.7873 -9.2841  0.28
H -25.6533 8.6640 -7.4378  0.39
H -25.0056 10.2434 -7.1260  0.31
H -23.3866 7.6681 -5.8354  0.39
H -21.0478 6.9500 -6.2872  0.85
H -18.5491 4.9396 -7.1834  0.43
H -18.6300 2.5996 -7.9716  0.44
H -19.1127 2.1137 -10.3773  0.29
H -19.4742 4.0423 -11.8671  0.53
H -19.6198 6.3888 -10.9875  0.31
H -16.6403 6.6173 -7.4671  0.76
H -15.6103 6.3087 -5.1374  0.36
H -17.0274 6.6411 -3.1650  0.28
H -18.9619 8.1157 -3.3782  0.29
H -20.0488 8.4544 -5.6649  0.31
H -21.6774 11.3054 -9.9083  0.10
H -22.2638 13.6280 -9.4972  0.42
H -20.8300 15.9627 -8.6593  0.34
H -20.9116 16.3631 -10.3238  0.35
H -18.4440 16.2844 -8.5016  0.28
H -18.5118 17.1123 -10.0570  0.34
H -16.0665 15.5963 -10.1920  0.32
H -15.3013 13.2794 -10.7848  0.37
H -15.1547 9.4373 -9.0331  -0.03
H -12.8170 9.0404 -8.4414  0.54
H -10.9983 10.0511 -9.7712  0.42
H -11.5702 11.5840 -11.5963  0.44
H -13.8975 11.9961 -12.2676  0.33
H -16.6440 12.9265 -13.0679  0.42
H -15.9067 13.1076 -15.2711  0.49
H -15.2351 11.0748 -16.6247  0.32
H -15.4719 8.8716 -15.5845  0.49
H -16.1051 8.7165 -13.0753  0.31
S -18.5970 10.3375 -5.7568  -0.32
Te -17.5208 10.7931 -7.6940  0.16
C -15.3520 0.9460 -9.1707  -1.61
C -14.3029 1.6315 -10.0614  2.05
C -13.9077 0.8050 -11.3033  -2.15
C -13.0483 1.7069 -9.2169  -1.71
C -14.8502 2.9874 -10.5739  0.90
C -15.0865 3.2734 -11.9137  -0.06
C -15.6001 4.5108 -12.3871  -2.07
C -15.8734 5.4883 -11.4263  0.60
O -16.3515 6.8343 -11.5579  -0.41
B -16.4798 7.3764 -10.1717  -0.21
O -15.9758 6.3507 -9.3550  0.37
C -15.6604 5.2147 -10.1202  -0.04
C -15.1082 4.0142 -9.6594  -0.80
H -15.0433 -0.0582 -8.8715  0.45
H -16.2438 0.7092 -9.7434  0.33
H -15.5946 1.5031 -8.2784  0.34
H -13.5750 -0.2113 -11.0475  0.41
H -13.1485 1.3124 -11.8359  0.49
H -14.8178 0.6422 -11.9392  0.37
H -12.8039 0.6925 -8.9416  0.50
H -13.2395 2.3295 -8.3291  0.33
H -12.1511 2.1558 -9.7427  0.31
H -15.0045 2.4806 -12.6605  0.26
H -15.8353 4.7041 -13.4211  0.51
H -14.8833 3.8834 -8.6030  0.41

Cartesian forces (eV/Å) of the 3 atoms listed first:
Os 0.35 -0.95 -2.48
O 0.88 -0.52 0.61
S -0.84 -0.05 -0.82

***

What are the largest force on an atom values for these records? In order: 2.9; 0.6; 3.3 eV Å⁻¹.